Entry 1:
Entry from OMol25: C3H4BrNO2 in the gas phase (ωB97M-V with the def2-TZVPD basis set).

F_max ... 4.17 eV/A
Relative energy (zero: lowest compared OMol25 entry of this formula, charge and spin) ... 371.1 kJ/mol
SMILES ... O=NOC/C=C/Br
Kohn-Sham gap ... 9.65 eV

Geometry as ORCA input:
```
! RIJCOSX wB97M-V def2-TZVPD def2/J DEFGRID3
* xyz 0 1
O 1.05 2.66 -0.06
C -0.53 -0.89 0.00
H 1.48 -0.53 -1.01
O 1.38 0.58 0.55
H -0.60 -1.98 0.06
Br -3.35 -0.40 0.01
H 1.39 -1.35 0.74
H -1.18 1.03 0.04
C 0.98 -0.69 0.04
N 0.88 1.53 -0.33
C -1.49 0.05 -0.05
*
```

Mulliken atomic charge list, values in e, 2 entries: -0.354, -0.232


Entry 2:
Entry from OMol25: C3H4BrNS in the gas phase (ωB97M-V with the def2-TZVPD basis set).

F_max ... 3.22 eV/A
Relative energy (zero: lowest compared OMol25 entry of this formula, charge and spin) ... 222.2 kJ/mol
Kohn-Sham gap (alpha / beta) ... 7.81 / 7.81 eV

Geometry as ORCA input:
```
! RIJCOSX wB97M-V def2-TZVPD def2/J DEFGRID3
* xyz 0 1
Br 1.28 -2.09 -2.51
H 0.45 -0.11 1.89
H -1.08 0.57 1.86
C -0.11 0.89 -0.11
N 0.66 0.32 -1.16
C -0.30 0.08 1.19
H 0.43 1.84 0.08
H -1.16 0.88 -0.55
S -0.86 -1.50 0.60
C 0.69 -0.88 -1.30
*
```

Mulliken atomic charge list, values in e, 2 entries: 0.000, 0.344


Entry 3:
Entry from OMol25: 2 unconnected molecules or ions with the total composition C3H4BrP (ωB97M-V with the def2-TZVPD basis set).

F_max ... 4.79 eV/A
Relative energy (zero: lowest compared OMol25 entry of this formula, charge and spin) ... 470.6 kJ/mol
Kohn-Sham gap (alpha / beta) ... 6.39 / 6.97 eV

Geometry as ORCA input:
```
! RIJCOSX wB97M-V def2-TZVPD def2/J DEFGRID3
* xyz 0 1
P 1.16 3.82 -0.45
C -0.22 0.28 0.65
H -0.05 -0.26 1.58
C 0.94 1.00 0.17
Br 1.92 3.17 -2.37
C 0.60 -0.17 -0.64
H -1.28 0.75 0.72
H 0.36 -0.11 -1.61
H 1.33 -1.04 -0.56
*
```

Mulliken atomic charge list, values in e, 2 entries: 0.117, -0.458


Entry 4:
Entry from OMol25: a molecular structure, C3H4CaO3 (ωB97M-V with the def2-TZVPD basis set).

F_max ... 6.24 eV/A
Relative energy (zero: lowest compared OMol25 entry of this formula, charge and spin) ... 301.3 kJ/mol
⟨S²⟩ ... 0.750
Kohn-Sham gap (alpha / beta) ... 5.01 / 8.86 eV

Geometry as ORCA input:
```
! RIJCOSX wB97M-V def2-TZVPD def2/J DEFGRID3
* xyz 1 2
C 1.69 0.66 0.06
H -2.36 0.75 0.84
H -0.01 0.37 1.41
C -1.44 0.16 0.76
O 1.42 0.57 1.26
Ca 2.21 -1.54 -2.20
H -1.53 -0.75 1.36
C -1.04 -0.05 -0.57
H -1.65 -0.55 -1.34
O 2.52 0.16 -0.65
O 0.19 0.22 -0.92
*
```

Mulliken atomic charge list, values in e, 2 entries: 0.840, 0.309


Entry 5:
Entry from OMol25: a molecular structure, C3H4CeO4 (ωB97M-V with the def2-TZVPD basis set).

F_max ... 5.47 eV/A
Relative energy (zero: lowest compared OMol25 entry of this formula, charge and spin) ... 278.7 kJ/mol
⟨S²⟩ ... 2.001
Kohn-Sham gap (alpha / beta) ... 6.96 / 6.96 eV

Geometry as ORCA input:
```
! RIJCOSX wB97M-V def2-TZVPD def2/J DEFGRID3
* xyz 2 3
C 0.65 -0.28 -0.49
C -0.79 -0.50 1.13
O -0.46 1.87 -0.60
O 1.71 -0.17 -1.09
O -0.44 -1.23 -0.91
H 0.13 2.56 -0.28
C -1.27 -1.33 0.15
H -1.11 1.51 0.20
H -1.01 -0.53 2.20
O 0.57 -0.34 0.83
Ce 4.30 0.11 -1.13
H -2.29 -1.68 -0.01
*
```

Mulliken atomic charge list, values in e, 2 entries: 0.873, -0.598


Entry 6:
Entry from OMol25: C3H4Cl2N2 in the gas phase (ωB97M-V with the def2-TZVPD basis set).

F_max ... 5.48 eV/A
Relative energy (zero: lowest compared OMol25 entry of this formula, charge and spin) ... 72.0 kJ/mol
SMILES ... [H]/N=C(Cl)/C(Cl)=N/C
Kohn-Sham gap ... 10.56 eV

Geometry as ORCA input:
```
! RIJCOSX wB97M-V def2-TZVPD def2/J DEFGRID3
* xyz 0 1
Cl 2.67 0.85 -0.85
C -1.98 0.15 -0.61
H -2.57 -0.77 -0.32
C 0.32 -0.35 0.01
Cl 0.43 -2.24 0.05
H -2.06 -0.05 -1.72
N 1.93 0.22 1.66
H -2.48 0.98 -0.32
H 2.76 0.75 1.94
N -0.68 0.31 -0.30
C 1.65 0.15 0.45
*
```

Mulliken atomic charge list, values in e, 2 entries: -0.192, -0.741


Entry 7:
Entry from OMol25: a molecular structure, C3H4Cl2N2 (ωB97M-V with the def2-TZVPD basis set).

F_max ... 4.03 eV/A
Relative energy (zero: lowest compared OMol25 entry of this formula, charge and spin) ... 488.0 kJ/mol
Kohn-Sham gap (alpha / beta) ... 8.96 / 8.96 eV

Geometry as ORCA input:
```
! RIJCOSX wB97M-V def2-TZVPD def2/J DEFGRID3
* xyz 0 1
H -0.15 1.74 -0.56
H 1.71 0.17 0.33
C -0.35 0.66 -0.18
C -1.66 0.13 -0.41
N -2.55 0.98 -0.45
C 0.66 -0.10 0.18
Cl -3.97 -1.53 0.13
H -1.93 -1.03 -0.53
Cl -5.14 0.94 0.34
N -4.23 -0.05 -0.61
H 0.63 -1.19 0.38
*
```

Mulliken atomic charge list, values in e, 2 entries: 0.241, 0.248


Entry 8:
Entry from OMol25: C3H4Cl2O in the gas phase (ωB97M-V with the def2-TZVPD basis set).

F_max ... 3.27 eV/A
Relative energy (zero: lowest compared OMol25 entry of this formula, charge and spin) ... 174.6 kJ/mol
SMILES ... O[C@@H]1CC1(Cl)Cl
Kohn-Sham gap ... 10.42 eV

Geometry as ORCA input:
```
! RIJCOSX wB97M-V def2-TZVPD def2/J DEFGRID3
* xyz 0 1
H -0.71 0.95 1.26
Cl 1.98 1.37 0.39
C 0.89 0.13 -0.05
Cl 1.79 -1.41 -0.01
C -0.38 0.37 -0.89
O -1.12 -0.95 0.98
H -0.65 -1.63 0.59
H -0.70 1.39 -1.24
C -0.49 0.15 0.60
H -0.60 -0.38 -1.64
*
```

Mulliken atomic charge list, values in e, 2 entries: 0.405, -0.190


Entry 9:
Entry from OMol25: 2 unconnected molecules or ions with the total composition C3H4Cl2O (ωB97M-V with the def2-TZVPD basis set).

F_max ... 5.14 eV/A
Relative energy (zero: lowest compared OMol25 entry of this formula, charge and spin) ... 217.7 kJ/mol
SMILES ... O=C/C=C/Cl.Cl
Kohn-Sham gap ... 9.66 eV

Geometry as ORCA input:
```
! RIJCOSX wB97M-V def2-TZVPD def2/J DEFGRID3
* xyz 0 1
H -1.10 1.72 0.52
H 0.98 2.16 1.16
H 2.39 -1.89 -1.56
C -1.59 -0.27 0.28
H -1.23 -1.30 0.15
Cl 1.75 -3.03 -1.71
O 1.83 0.58 0.17
C -0.73 0.80 0.50
Cl -3.19 0.06 -0.21
C 0.91 1.16 0.70
*
```

Mulliken atomic charge list, values in e, 2 entries: 0.298, 0.265


Entry 10:
Entry from OMol25: C3H4Cl2O in the gas phase (ωB97M-V with the def2-TZVPD basis set).

F_max ... 2.70 eV/A
Relative energy (zero: lowest compared OMol25 entry of this formula, charge and spin) ... 84.0 kJ/mol
SMILES ... O=C[C@H](Cl)CCl
Kohn-Sham gap ... 10.61 eV

Geometry as ORCA input:
```
! RIJCOSX wB97M-V def2-TZVPD def2/J DEFGRID3
* xyz 0 1
O -2.19 -0.49 -1.18
C -0.33 -0.16 0.25
C 1.13 0.36 0.38
C -0.97 -0.44 -1.13
H 1.40 0.48 1.44
H -0.45 -1.10 0.77
H -0.27 -0.39 -1.98
Cl -1.30 1.14 1.03
Cl 2.28 -0.85 -0.31
H 1.38 1.38 0.06
*
```

Mulliken atomic charge list, values in e, 2 entries: -0.453, 0.103


Entry 11:
Entry from OMol25: C3H4Cl2S in the gas phase (ωB97M-V with the def2-TZVPD basis set).

F_max ... 5.89 eV/A
Relative energy (zero: lowest compared OMol25 entry of this formula, charge and spin) ... 92.1 kJ/mol
SMILES ... S=C[C@H](Cl)CCl
Kohn-Sham gap ... 8.48 eV

Geometry as ORCA input:
```
! RIJCOSX wB97M-V def2-TZVPD def2/J DEFGRID3
* xyz 0 1
C 0.38 -0.09 1.33
Cl -1.86 -1.02 0.34
H 1.41 -0.56 1.11
C -0.45 0.08 0.20
Cl 1.56 0.82 -1.45
H -0.75 0.34 -1.91
H -0.81 1.17 0.27
S 0.13 0.55 2.68
H 0.26 -1.19 -1.33
C 0.13 -0.09 -1.24
*
```

Mulliken atomic charge list, values in e, 2 entries: -0.220, -0.154


Entry 12:
Entry from OMol25: 2 unconnected molecules or ions with the total composition C3H4Cl2Si (ωB97M-V with the def2-TZVPD basis set).

F_max ... 4.20 eV/A
Relative energy (zero: lowest compared OMol25 entry of this formula, charge and spin) ... 600.0 kJ/mol
Kohn-Sham gap ... 8.78 eV

Geometry as ORCA input:
```
! RIJCOSX wB97M-V def2-TZVPD def2/J DEFGRID3
* xyz 0 1
H 0.67 1.28 1.08
H 3.34 -1.91 -1.09
C 1.08 -1.51 -0.80
C 2.21 -1.84 -1.03
Cl -1.09 0.72 2.48
H -1.40 0.77 -1.51
Si -1.17 -0.10 -0.35
Cl -1.04 2.75 0.36
H -2.11 -1.29 0.01
C -0.50 1.15 0.84
*
```

Mulliken atomic charge list, values in e, 2 entries: 0.333, 0.306


Entry 13:
Entry from OMol25: C3H4Cl2Si in the gas phase (ωB97M-V with the def2-TZVPD basis set).

F_max ... 3.77 eV/A
Relative energy (zero: lowest compared OMol25 entry of this formula, charge and spin) ... 93.3 kJ/mol
SMILES ... Cl[SiH](Cl)C1=CC1
Kohn-Sham gap ... 9.90 eV

Geometry as ORCA input:
```
! RIJCOSX wB97M-V def2-TZVPD def2/J DEFGRID3
* xyz 0 1
H -0.46 0.07 2.47
Si -0.01 -1.02 -1.39
H -0.48 2.35 0.26
C 0.23 0.38 1.62
H 1.27 0.28 1.97
H 0.81 -2.05 -1.03
Cl -1.98 -1.39 -1.55
C -0.02 1.42 0.59
Cl 0.65 -0.18 -3.05
C 0.01 0.15 0.11
*
```

Mulliken atomic charge list, values in e, 2 entries: 0.192, 0.568


Entry 14:
Entry from OMol25: a molecular structure, C3H4Cl3FNO3S2 (ωB97M-V with the def2-TZVPD basis set).

F_max ... 2.40 eV/A
Relative energy (zero: lowest compared OMol25 entry of this formula, charge and spin) ... 370.2 kJ/mol
Kohn-Sham gap (alpha / beta) ... 7.52 / 6.87 eV

Geometry as ORCA input:
```
! RIJCOSX wB97M-V def2-TZVPD def2/J DEFGRID3
* xyz -1 1
H 0.99 -1.67 0.36
S -0.78 0.41 -1.26
Cl 2.08 -2.29 -1.64
S -1.19 -1.02 1.11
C 1.78 -1.37 -0.29
H 2.26 0.48 0.49
H 1.08 0.35 -0.92
N -0.95 -1.00 -0.68
F -0.35 2.38 0.61
C -1.40 1.85 -0.09
Cl -1.87 3.02 -1.36
O -2.61 -0.97 1.19
O -0.52 -2.20 1.50
Cl -2.82 1.65 0.93
C 2.04 -0.01 -0.41
H 2.81 0.23 -1.14
O -0.55 0.17 1.59
*
```

Mulliken atomic charge list, values in e, 2 entries: 0.280, -0.024


Entry 15:
Entry from OMol25: 2 unconnected molecules or ions with the total composition C3H4Cl3NO2 (ωB97M-V with the def2-TZVPD basis set).

F_max ... 3.65 eV/A
Relative energy (zero: lowest compared OMol25 entry of this formula, charge and spin) ... 698.3 kJ/mol
Kohn-Sham gap (alpha / beta) ... 5.87 / 9.03 eV

Geometry as ORCA input:
```
! RIJCOSX wB97M-V def2-TZVPD def2/J DEFGRID3
* xyz 0 1
O 2.58 -0.04 -0.38
Cl 2.83 -3.63 -0.50
C 2.73 -2.87 1.01
Cl 1.33 -3.03 1.99
H -0.37 0.13 1.22
H 0.45 1.30 0.17
N 1.70 -0.71 -0.99
C 0.39 -0.57 -0.76
Cl 3.73 -1.53 1.25
H -1.26 0.69 -0.15
C -0.18 0.47 0.10
H -0.37 -1.22 -1.23
O 1.90 -1.60 -1.88
*
```

Mulliken atomic charge list, values in e, 2 entries: -0.592, -0.071


Entry 16:
Entry from OMol25: C3H4ClF in the gas phase (ωB97M-V with the def2-TZVPD basis set).

F_max ... 2.45 eV/A
Relative energy (zero: lowest compared OMol25 entry of this formula, charge and spin) ... 83.4 kJ/mol
SMILES ... C=C(Cl)CF
Kohn-Sham gap ... 10.80 eV

Geometry as ORCA input:
```
! RIJCOSX wB97M-V def2-TZVPD def2/J DEFGRID3
* xyz 0 1
C -0.54 -0.66 0.66
C 0.93 0.44 -0.91
Cl -1.03 2.01 0.33
C -0.02 0.57 0.03
H -0.14 -1.00 1.62
H 1.47 -0.56 -0.77
H 1.51 1.15 -1.57
H -0.27 -1.34 -0.07
F -1.92 -0.62 0.68
*
```

Mulliken atomic charge list, values in e, 2 entries: -0.274, -0.691


Entry 17:
Entry from OMol25: a molecular structure, C3H4ClFN (ωB97M-V with the def2-TZVPD basis set).

F_max ... 4.75 eV/A
Relative energy (zero: lowest compared OMol25 entry of this formula, charge and spin) ... 244.3 kJ/mol
Kohn-Sham gap (alpha / beta) ... 7.77 / 7.77 eV

Geometry as ORCA input:
```
! RIJCOSX wB97M-V def2-TZVPD def2/J DEFGRID3
* xyz 1 1
H 0.30 0.31 2.43
F 0.99 -0.14 0.50
C -0.62 -0.05 -2.49
Cl -1.79 -0.59 -3.36
C 0.24 -0.62 1.64
C 0.19 1.09 -0.46
N -0.37 0.53 -1.43
H -0.85 -0.83 1.53
H 0.91 -1.44 2.06
H 0.98 1.74 -0.43
*
```

Mulliken atomic charge list, values in e, 2 entries: 0.257, -0.093


Entry 18:
Entry from OMol25: C3H4ClFN2 in the gas phase (ωB97M-V with the def2-TZVPD basis set).

F_max ... 3.12 eV/A
Relative energy (zero: lowest compared OMol25 entry of this formula, charge and spin) ... 140.0 kJ/mol
SMILES ... N/N=C/C(Cl)=C/F
Kohn-Sham gap ... 9.63 eV

Geometry as ORCA input:
```
! RIJCOSX wB97M-V def2-TZVPD def2/J DEFGRID3
* xyz 0 1
F -1.94 0.10 -2.65
C 0.42 0.43 0.22
H 1.38 -0.21 2.31
C -0.98 -0.16 -1.73
Cl -0.66 2.48 -1.20
N 1.04 -1.05 1.84
H 0.53 -1.62 2.52
H 1.07 1.22 0.64
N 0.30 -0.72 0.73
H -0.69 -1.28 -1.69
C -0.47 0.80 -0.99
*
```

Mulliken atomic charge list, values in e, 2 entries: -0.234, -0.263


Entry 19:
Entry from OMol25: C3H4ClFO in the gas phase (ωB97M-V with the def2-TZVPD basis set).

F_max ... 3.48 eV/A
Relative energy (zero: lowest compared OMol25 entry of this formula, charge and spin) ... 65.1 kJ/mol
SMILES ... CC(=O)[C@@H](F)Cl
Kohn-Sham gap ... 10.78 eV

Geometry as ORCA input:
```
! RIJCOSX wB97M-V def2-TZVPD def2/J DEFGRID3
* xyz 0 1
H 2.03 -0.81 -0.29
H 0.69 -1.23 1.13
C 1.00 -1.07 0.00
F -1.19 2.09 -0.12
H -1.24 0.81 1.28
C 0.41 0.42 -0.21
O 0.91 1.27 -0.88
H 0.48 -1.83 -0.64
Cl -2.06 -0.47 -0.53
C -1.02 0.83 0.27
*
```

Mulliken atomic charge list, values in e, 2 entries: 0.281, 0.273


Entry 20:
Entry from OMol25: a molecular structure, C3H4ClFO (ωB97M-V with the def2-TZVPD basis set).

F_max ... 8.24 eV/A
Relative energy (zero: lowest compared OMol25 entry of this formula, charge and spin) ... 367.1 kJ/mol
Kohn-Sham gap ... 11.16 eV

Geometry as ORCA input:
```
! RIJCOSX wB97M-V def2-TZVPD def2/J DEFGRID3
* xyz 0 1
F -0.35 -1.40 -1.02
H 1.80 -0.53 -0.38
C 0.92 -0.32 0.43
H -1.51 1.38 -0.12
H 1.46 -1.04 1.55
H -0.26 1.37 -1.47
O 0.74 1.19 0.54
C -0.39 0.98 -0.38
C -0.44 -0.60 -0.12
Cl -1.96 -1.02 0.99
*
```

Mulliken atomic charge list, values in e, 2 entries: -0.214, 0.229